Density functional theory data (ωB97M-V/def2-TZVPD) for a 10-piece molecular cluster, C43H113N9O10 overall at a distorted geometry.

The structure (SMILES) is CC1(C)CCCC(C)(C)N1O.COC[C@H](C)N.COC[C@H](C)N.COC[C@H](C)N.COC[C@H](C)N.COC[C@H](C)N.COC[C@H](C)N.COC[C@H](C)N.COC[C@H](C)N.CCO. The calculation puts the relative energy (zero: lowest compared OMol25 entry of this formula, charge and spin) at 0.0 kJ/mol. Its total energy is -2951.129762 hartree. Its gap between HOMO and LUMO is 8.5271 eV. The total charge is 0.

Each atom is followed by the atoms it is bonded to, with distances in Å.
Atoms and positions in Å:
1 C -0.86067 1.70206 6.43732  C2 1.549, H12 1.087, H13 1.094, H14 1.092
2 C -0.89294 3.14199 5.86676  C1 1.549, C3 1.523, C4 1.541, N10 1.471
3 C -2.08805 3.86011 6.47971  C2 1.523, H15 1.091, H16 1.095, H17 1.091
4 C 0.34435 3.91848 6.35716  C2 1.541, C5 1.519, H18 1.093, H19 1.094
5 C 1.61632 3.75383 5.54420  C4 1.519, C6 1.515, H20 1.091, H21 1.098
6 C 1.30017 3.85568 4.06577  C5 1.515, C7 1.542, H22 1.124, H23 1.098
7 C 0.14384 2.98999 3.52684  C6 1.542, C8 1.536, C9 1.526, N10 1.463
8 C -0.09382 3.50467 2.09913  C7 1.536, H24 1.076, H25 1.088, H26 1.096
9 C 0.53441 1.51852 3.42429  C7 1.526, H27 1.086, H28 1.094, H29 1.088
10 N -1.00032 3.24359 4.40303  C2 1.471, C7 1.463, O11 1.414
11 O -2.14534 2.54930 3.94996  N10 1.414, H30 0.973
12 H -1.21645 1.65999 7.46313  C1 1.087
13 H -1.47833 1.05887 5.80435  C1 1.094
14 H 0.11990 1.22940 6.34543  C1 1.092
15 H -3.03072 3.32041 6.37508  C3 1.091
16 H -2.03447 4.03481 7.55959  C3 1.095
17 H -2.16426 4.87248 6.07936  C3 1.091
18 H 0.12095 4.98653 6.42282  C4 1.093
19 H 0.56186 3.58214 7.37485  C4 1.094
20 H 2.40778 4.47022 5.77130  C5 1.091
21 H 2.07886 2.79179 5.80000  C5 1.098
22 H 2.25628 3.77384 3.47995  C6 1.124
23 H 1.09353 4.90964 3.83995  C6 1.098
24 H 0.54226 3.09887 1.33195  C8 1.076
25 H -0.12749 4.59162 2.05392  C8 1.088
26 H -1.06380 3.09549 1.79387  C8 1.096
27 H 1.42999 1.53195 2.81027  C9 1.086
28 H -0.15945 0.94353 2.80428  C9 1.094
29 H 0.69509 1.00901 4.37162  C9 1.088
30 H -1.99272 1.61620 4.18002  O11 0.973
31 C 7.49414 -3.43913 -2.02725  O32 1.409, H37 1.095, H38 1.094, H39 1.092
32 O 6.14733 -3.65042 -2.38453  C31 1.409, C33 1.413
33 C 5.32976 -2.56394 -1.99998  O32 1.413, C34 1.540, H40 1.096, H41 1.096
34 C 3.90704 -2.78658 -2.54648  C33 1.540, C35 1.509, N36 1.459, H42 1.096
35 C 2.96086 -1.68452 -2.13807  C34 1.509, H43 1.096, H44 1.095, H45 1.088
36 N 3.37727 -4.07928 -2.12462  C34 1.459, H46 1.030, H47 1.020
37 H 8.06123 -2.92587 -2.81114  C31 1.095
38 H 8.01791 -4.39909 -1.99606  C31 1.094
39 H 7.57288 -2.98675 -1.03699  C31 1.092
40 H 5.22198 -2.55652 -0.90936  C33 1.096
41 H 5.67917 -1.64669 -2.48732  C33 1.096
42 H 3.92498 -2.84423 -3.64064  C34 1.096
43 H 3.28381 -0.73168 -2.57321  C35 1.096
44 H 2.98762 -1.52794 -1.05504  C35 1.095
45 H 1.92728 -1.76729 -2.46756  C35 1.088
46 H 3.36107 -4.14120 -1.09665  N36 1.030
47 H 4.13287 -4.73565 -2.31949  N36 1.020
48 C -0.79868 4.43452 -5.40754  O49 1.408, H54 1.095, H55 1.094, H56 1.092
49 O -0.30805 3.16811 -5.03551  C48 1.408, C50 1.427
50 C 1.10714 3.10982 -4.86163  O49 1.427, C51 1.545, H57 1.096, H58 1.095
51 C 1.59735 3.98626 -3.68732  C50 1.545, C52 1.524, N53 1.465, H59 1.096
52 C 3.08283 3.78770 -3.40861  C51 1.524, H60 1.087, H61 1.092, H62 1.092
53 N 0.80386 3.78922 -2.47193  C51 1.465, H63 1.024, H64 1.019
54 H -0.39570 4.78061 -6.36516  C48 1.095
55 H -0.66668 5.23575 -4.67495  C48 1.094
56 H -1.87815 4.38156 -5.56452  C48 1.092
57 H 1.24877 2.05703 -4.59324  C50 1.096
58 H 1.70574 3.25083 -5.76735  C50 1.095
59 H 1.41636 5.00868 -4.03752  C51 1.096
60 H 3.40420 4.51460 -2.66687  C52 1.087
61 H 3.66343 3.91637 -4.32448  C52 1.092
62 H 3.23878 2.75130 -3.10043  C52 1.092
63 H 0.93152 2.80665 -2.21479  N53 1.024
64 H -0.16412 3.77145 -2.78966  N53 1.019
65 C 6.96177 0.41242 1.83993  O66 1.428, H71 1.091, H72 1.094, H73 1.088
66 O 5.57749 0.74929 1.73747  C65 1.428, C67 1.421
67 C 5.36200 2.15291 1.69668  O66 1.421, C68 1.529, H74 1.098, H75 1.099
68 C 3.87840 2.51868 1.65679  C67 1.529, C69 1.523, N70 1.470, H76 1.090
69 C 3.28948 2.15053 0.30109  C68 1.523, H77 1.092, H78 1.081, H79 1.093
70 N 3.75885 3.94689 1.98250  C68 1.470, H80 1.021, H81 1.024
71 H 7.47480 1.21385 2.37360  C65 1.091
72 H 7.35263 0.32521 0.82170  C65 1.094
73 H 7.03486 -0.55412 2.33342  C65 1.088
74 H 5.78339 2.59937 2.60741  C67 1.098
75 H 5.93443 2.61496 0.88016  C67 1.099
76 H 3.37908 1.87055 2.37645  C68 1.090
77 H 3.61878 2.82312 -0.49420  C69 1.092
78 H 2.20841 2.15059 0.32460  C69 1.081
79 H 3.53166 1.12750 0.00187  C69 1.093
80 H 2.91296 4.29101 1.52622  N70 1.021
81 H 4.43127 4.35304 1.32493  N70 1.024
82 C -9.00146 1.72529 -2.35547  O83 1.403, H88 1.095, H89 1.096, H90 1.090
83 O -8.31499 0.94980 -1.40866  C82 1.403, C84 1.424
84 C -6.90124 1.08550 -1.51254  O83 1.424, C85 1.516, H91 1.097, H92 1.097
85 C -6.27220 0.78511 -0.16588  C84 1.516, C86 1.531, N87 1.471, H93 1.092
86 C -4.74445 0.84778 -0.25165  C85 1.531, H94 1.093, H95 1.089, H96 1.088
87 N -6.63760 -0.54345 0.34859  C85 1.471, H97 1.018, H98 1.017
88 H -8.77187 1.49194 -3.40018  C82 1.095
89 H -8.84185 2.80090 -2.21729  C82 1.096
90 H -10.06562 1.55369 -2.19146  C82 1.090
91 H -6.56263 0.43338 -2.32712  C84 1.097
92 H -6.60383 2.10251 -1.79796  C84 1.097
93 H -6.59366 1.56594 0.52717  C85 1.092
94 H -4.47937 0.11125 -1.01503  C86 1.093
95 H -4.31373 0.52415 0.69466  C86 1.089
96 H -4.40022 1.85441 -0.48180  C86 1.088
97 H -7.65520 -0.51980 0.37107  N87 1.018
98 H -6.42520 -1.25230 -0.34853  N87 1.017
99 C 2.13074 -1.08816 1.96464  O100 1.431, H105 1.095, H106 1.094, H107 1.083
100 O 2.39346 -2.47669 2.19160  C99 1.431, C101 1.417
101 C 3.77258 -2.79558 2.12363  O100 1.417, C102 1.519, H108 1.096, H109 1.099
102 C 3.93735 -4.29458 1.94375  C101 1.519, C103 1.520, N104 1.473, H110 1.097
103 C 5.38524 -4.73759 1.81568  C102 1.520, H111 1.092, H112 1.096, H113 1.092
104 N 3.19232 -4.77299 0.76628  C102 1.473, H114 1.018, H115 1.015
105 H 2.59431 -0.78555 1.02007  C99 1.095
106 H 2.72923 -0.57985 2.72605  C99 1.094
107 H 1.05652 -0.95340 1.95091  C99 1.083
108 H 4.24550 -2.15849 1.36701  C101 1.096
109 H 4.28464 -2.54759 3.06370  C101 1.099
110 H 3.47196 -4.74979 2.82621  C102 1.097
111 H 5.99246 -4.53355 2.70001  C103 1.092
112 H 5.86286 -4.24459 0.96162  C103 1.096
113 H 5.57786 -5.78560 1.57628  C103 1.092
114 H 2.24591 -4.39880 0.79148  N104 1.018
115 H 3.05222 -5.77432 0.85789  N104 1.015
116 C -4.00606 -6.16952 -2.69343  O117 1.403, H122 1.099, H123 1.093, H124 1.090
117 O -2.62806 -6.23282 -2.94775  C116 1.403, C118 1.408
118 C -1.92497 -5.13862 -2.40771  O117 1.408, C119 1.518, H125 1.097, H126 1.099
119 C -0.43245 -5.39982 -2.31405  C118 1.518, C120 1.528, N121 1.460, H127 1.101
120 C -0.00546 -6.43911 -1.27824  C119 1.528, H128 1.094, H129 1.090, H130 1.090
121 N 0.22024 -4.11552 -2.07840  C119 1.460, H131 1.019, H132 1.014
122 H -4.37342 -5.19697 -3.04847  C116 1.099
123 H -4.26582 -6.32198 -1.64230  C116 1.093
124 H -4.55395 -6.89605 -3.29355  C116 1.090
125 H -2.09825 -4.23791 -3.00980  C118 1.097
126 H -2.25720 -4.90423 -1.38637  C118 1.099
127 H -0.09249 -5.79840 -3.28212  C119 1.101
128 H -0.52507 -6.22437 -0.34000  C120 1.094
129 H 1.06628 -6.46954 -1.08221  C120 1.090
130 H -0.31211 -7.41959 -1.64176  C120 1.090
131 H 1.20933 -4.32734 -1.95156  N121 1.019
132 H 0.22129 -3.49078 -2.87658  N121 1.014
133 C -6.34363 1.86825 -5.61458  O134 1.403, H139 1.094, H140 1.090, H141 1.097
134 O -5.43685 1.92373 -4.54553  C133 1.403, C135 1.403
135 C -4.12168 1.62254 -4.92860  O134 1.403, C136 1.522, H142 1.100, H143 1.101
136 C -3.21639 1.44853 -3.71737  C135 1.522, C137 1.527, N138 1.483, H144 1.092
137 C -3.10343 2.72855 -2.89248  C136 1.527, H145 1.091, H146 1.090, H147 1.092
138 N -1.85409 1.04095 -4.13835  C136 1.483, H148 1.032, H149 1.022
139 H -6.13149 2.65462 -6.34467  C133 1.094
140 H -7.35133 1.98846 -5.21597  C133 1.090
141 H -6.35856 0.86691 -6.06183  C133 1.097
142 H -4.09900 0.67968 -5.49560  C135 1.100
143 H -3.73434 2.40757 -5.59598  C135 1.101
144 H -3.53199 0.56154 -3.16345  C136 1.092
145 H -2.48634 2.53247 -2.01415  C137 1.091
146 H -4.03681 3.17415 -2.54896  C137 1.090
147 H -2.62863 3.52027 -3.47648  C137 1.092
148 H -1.41223 1.80259 -4.67632  N138 1.032
149 H -2.00156 0.39344 -4.91562  N138 1.022
150 C -0.61845 -3.28304 1.02717  O151 1.407, H156 1.090, H157 1.098, H158 1.085
151 O -1.54545 -3.77010 1.96662  C150 1.407, C152 1.415
152 C -2.43082 -2.77072 2.43510  O151 1.415, C153 1.556, H159 1.098, H160 1.093
153 C -1.71231 -1.61555 3.18952  C152 1.556, C154 1.510, N155 1.466, H161 1.092
154 C -0.84937 -2.17090 4.29732  C153 1.510, H162 1.094, H163 1.089, H164 1.093
155 N -2.67933 -0.66249 3.74324  C153 1.466, H165 1.016, H166 1.016
156 H 0.02337 -2.47875 1.38816  C150 1.090
157 H -1.14188 -2.84093 0.16928  C150 1.098
158 H -0.01154 -4.11846 0.69392  C150 1.085
159 H -3.05959 -2.39622 1.61692  C152 1.098
160 H -3.06908 -3.28900 3.15471  C152 1.093
161 H -1.05907 -1.08591 2.49368  C153 1.092
162 H -0.53638 -1.32484 4.91560  C154 1.094
163 H 0.03739 -2.69512 3.94540  C154 1.089
164 H -1.42364 -2.84375 4.93979  C154 1.093
165 H -3.15494 -1.05989 4.54855  N155 1.016
166 H -3.45063 -0.43555 3.12253  N155 1.016
167 C -1.08150 0.42095 -0.28521  C168 1.504, H170 1.091, H171 1.092, H172 1.097
168 C -0.03349 -0.19645 -1.17062  C167 1.504, O169 1.430, H173 1.094, H174 1.089
169 O 0.31006 0.68244 -2.24498  C168 1.430, H175 0.977
170 H -2.06310 0.64363 -0.70564  C167 1.091
171 H -0.75388 1.37938 0.12219  C167 1.092
172 H -1.22038 -0.21864 0.59464  C167 1.097
173 H -0.36094 -1.15684 -1.57929  C168 1.094
174 H 0.86451 -0.32708 -0.56797  C168 1.089
175 H -0.47584 0.69873 -2.82574  O169 0.977